30
Properties=species:S:1:pos:R:3 method="wB97M-V/def2-TZVPD" smiles=Cc1ccccc1.Cc1ccccc1 largest_force_ev_per_a=1.834 de_lowest_ev=0.673 lumo_ev=0.88 charge=0 orbital_gap_ev=9.8 homo_energy_ha=-0.3264
C 0.985 -1.898 3.673
C 0.261 -0.669 3.150
C -0.541 -0.774 2.028
C -1.102 0.373 1.481
C -0.920 1.598 2.100
C -0.224 1.663 3.300
C 0.460 0.560 3.778
H 1.418 -1.734 4.641
H 1.742 -2.215 2.953
H 0.277 -2.720 3.698
H -0.716 -1.751 1.596
H -1.760 0.318 0.624
H -1.194 2.477 1.535
H -0.266 2.562 3.907
H 1.032 0.600 4.689
C 1.060 -1.853 -2.936
C 0.356 -0.506 -2.822
C -1.015 -0.452 -3.105
C -1.610 0.784 -3.235
C -0.822 1.944 -3.080
C 0.421 1.859 -2.511
C 1.045 0.606 -2.403
H 1.945 -1.726 -3.560
H 0.397 -2.589 -3.375
H 1.397 -2.132 -1.936
H -1.536 -1.392 -3.225
H -2.659 0.957 -3.432
H -1.357 2.860 -3.281
H 0.863 2.763 -2.107
H 2.063 0.484 -2.145

***

71
Properties=species:S:1:pos:R:3 method="wB97M-V/def2-TZVPD" multiplicity=2 largest_force_ev_per_a=4.233 lumo_ev="8.45 / 8.45" charge=-5 orbital_gap_ev="2.5 / 6.0" s_squared=0.7655 homo_energy_ha="0.2180 / 0.0911"
Hg -0.039 1.153 -0.107
As 2.713 2.664 -2.731
F 3.941 3.040 -1.354
F 4.024 3.213 -3.844
F 1.587 2.381 -4.073
F 1.614 1.927 -1.547
F 2.070 4.320 -2.486
F 3.465 1.101 -2.930
As -1.855 3.775 -2.880
F -2.543 4.587 -1.386
F -2.572 5.001 -3.895
F -1.149 3.024 -4.291
F -1.103 2.418 -1.836
F -3.349 2.694 -3.018
F -0.330 4.673 -2.862
As 1.118 4.453 1.348
F 0.882 5.289 -0.307
F 2.048 5.910 1.778
F 1.728 3.843 2.965
F 0.111 2.963 1.023
F 2.613 3.578 0.682
F -0.260 5.232 2.227
As 3.511 0.295 1.569
F 4.355 1.738 0.914
F 2.031 1.145 0.743
F 2.524 -1.093 2.166
F 5.070 -0.172 2.383
F 3.115 1.147 2.998
F 3.773 -0.597 0.097
As -1.969 -1.022 -2.929
F -2.840 -2.016 -1.696
F -3.272 0.205 -2.884
F -1.232 0.019 -4.207
F -0.653 -2.221 -3.158
F -2.787 -1.860 -4.294
F -1.105 -0.130 -1.576
As -4.020 1.298 0.804
F -3.631 -0.388 0.637
F -4.545 1.375 -0.935
F -4.312 3.091 0.820
F -3.441 1.358 2.503
F -2.274 1.612 0.262
F -5.710 0.905 1.204
C -2.302 -3.483 4.743
C -1.165 -3.042 5.388
C -0.472 -1.905 4.987
C -0.973 -1.312 3.789
C -1.936 -1.996 2.997
C -2.703 -3.019 3.521
N -0.322 -0.079 3.210
O 0.368 0.613 3.911
O -0.523 0.175 2.008
H -3.015 -4.026 5.346
H -1.095 -3.358 6.419
H 0.407 -1.578 5.523
H -2.277 -1.576 2.063
H -3.445 -3.462 2.872
C 2.250 -5.281 -2.602
C 2.446 -4.018 -3.066
C 2.042 -2.892 -2.324
C 1.342 -3.182 -1.128
C 1.001 -4.528 -0.737
C 1.452 -5.552 -1.514
N 0.802 -2.076 -0.297
O 1.147 -0.939 -0.526
O -0.229 -2.213 0.424
H 2.721 -6.091 -3.138
H 3.062 -4.001 -3.953
H 2.365 -1.905 -2.621
H 0.436 -4.590 0.181
H 1.313 -6.614 -1.373